{
  "formula": "C24H72N8O12",
  "method": "wB97M-V/def2-TZVPD",
  "relative_energy_kcal_mol": 32.0,
  "charge": 4,
  "lumo_energy_ev": -9.57,
  "orbital_gap_ev": 7.019,
  "symbols": ["C", "C", "C", "O", "C", "N", "H", "H", "H", "H", "H", "H", "H", "H", "H", "H", "H", "H", "C", "C", "C", "O", "C", "N", "H", "H", "H", "H", "H", "H", "H", "H", "H", "H", "H", "H", "C", "C", "C", "O", "C", "N", "H", "H", "H", "H", "H", "H", "H", "H", "H", "H", "H", "H", "C", "C", "C", "O", "C", "N", "H", "H", "H", "H", "H", "H", "H", "H", "H", "H", "H", "H", "C", "C", "C", "O", "C", "N", "H", "H", "H", "H", "H", "H", "H", "H", "H", "H", "H", "H", "C", "C", "C", "O", "C", "N", "H", "H", "H", "H", "H", "H", "H", "H", "H", "H", "H", "H", "N", "O", "O", "O", "N", "O", "O", "O"],
  "xyz": [[-2.284, -1.701, 3.342], [-1.088, -2.628, 3.208], [-1.184, -3.942, 3.952], [-0.045, -4.714, 3.606], [0.386, -5.665, 4.567], [-0.790, -2.922, 1.757], [-0.745, -2.003, 1.299], [0.144, -3.300, 1.612], [-1.420, -3.551, 1.263], [-2.735, -1.610, 4.329], [-2.994, -2.010, 2.574], [-1.971, -0.683, 3.101], [-0.153, -2.140, 3.487], [-2.171, -4.396, 3.819], [-1.150, -3.698, 5.018], [-0.505, -6.239, 4.829], [0.665, -5.169, 5.502], [1.265, -6.186, 4.201], [-7.484, -1.673, -0.857], [-6.070, -2.241, -0.960], [-4.980, -1.654, 0.042], [-3.683, -2.157, -0.237], [-3.042, -1.597, -1.367], [-5.909, -3.712, -0.786], [-5.891, -4.297, -1.619], [-5.000, -3.888, -0.348], [-6.489, -4.110, -0.044], [-8.216, -2.243, -1.429], [-7.508, -0.677, -1.298], [-7.727, -1.588, 0.203], [-5.735, -2.065, -1.983], [-5.157, -1.943, 1.082], [-5.000, -0.567, 0.145], [-2.022, -1.984, -1.350], [-2.896, -0.526, -1.516], [-3.457, -1.969, -2.307], [3.301, -1.953, -3.907], [1.954, -1.392, -3.597], [0.929, -1.146, -4.682], [-0.299, -0.663, -4.145], [-1.152, 0.005, -5.073], [1.302, -1.921, -2.334], [0.373, -1.547, -2.137], [1.159, -2.909, -2.547], [1.946, -1.797, -1.550], [3.378, -3.034, -4.060], [4.044, -1.649, -3.172], [3.703, -1.631, -4.870], [2.230, -0.391, -3.244], [0.807, -2.136, -5.134], [1.436, -0.476, -5.378], [-1.897, 0.560, -4.498], [-1.743, -0.653, -5.710], [-0.673, 0.823, -5.613], [-1.990, 4.281, 2.216], [-1.005, 3.876, 3.283], [-1.473, 2.726, 4.182], [-2.439, 3.310, 5.014], [-2.713, 2.643, 6.236], [0.367, 3.592, 2.625], [0.333, 2.802, 1.978], [0.780, 4.423, 2.202], [1.025, 3.530, 3.402], [-3.022, 4.405, 2.545], [-2.127, 3.485, 1.474], [-1.758, 5.151, 1.600], [-0.833, 4.728, 3.940], [-0.711, 2.321, 4.855], [-1.901, 1.932, 3.559], [-1.765, 2.307, 6.661], [-3.411, 1.813, 6.100], [-3.225, 3.331, 6.906], [5.518, -2.424, 1.983], [4.824, -1.229, 1.348], [4.704, -1.302, -0.188], [3.506, -0.661, -0.711], [3.646, 0.740, -1.026], [3.425, -1.071, 1.920], [3.464, -0.788, 2.900], [3.036, -0.238, 1.473], [2.758, -1.830, 1.844], [5.029, -3.384, 1.789], [5.581, -2.281, 3.061], [6.489, -2.685, 1.561], [5.380, -0.307, 1.525], [4.493, -2.353, -0.402], [5.672, -1.036, -0.611], [2.702, 1.283, -1.104], [4.051, 0.790, -2.039], [4.198, 1.414, -0.366], [-0.771, 4.203, -3.102], [0.473, 3.359, -2.793], [1.398, 3.373, -4.023], [2.703, 2.878, -3.744], [3.582, 3.062, -4.820], [1.230, 3.897, -1.567], [0.856, 4.737, -1.134], [1.080, 3.180, -0.856], [2.223, 4.007, -1.798], [-1.474, 3.941, -2.308], [-1.261, 3.987, -4.051], [-0.604, 5.280, -3.139], [0.154, 2.328, -2.646], [1.466, 4.400, -4.392], [0.897, 2.759, -4.776], [4.660, 2.952, -4.711], [3.593, 4.118, -5.125], [3.266, 2.623, -5.772], [0.278, 0.406, 0.408], [-0.373, -0.291, -0.384], [0.420, 1.628, 0.097], [0.579, -0.040, 1.524], [3.806, 3.374, 0.586], [4.105, 3.705, -0.594], [4.740, 3.051, 1.322], [2.611, 3.149, 0.882]],
  "atomic_forces_ev_per_a": [[0.41, 0.36, -0.92], [0.64, -0.48, 0.72], [0.68, 0.20, 0.89], [-0.36, 0.95, -1.18], [-0.83, 0.40, 1.16], [0.23, 0.87, -0.71], [-0.28, 0.13, -0.50], [0.04, -0.44, 0.62], [-0.45, 0.10, 0.18], [0.07, -0.63, 0.03], [-0.48, 0.11, 0.31], [0.00, 0.00, -0.21], [-0.15, 0.10, 0.38], [0.14, -0.54, -0.43], [0.00, 0.09, 0.11], [0.52, -0.85, -0.15], [0.16, 0.21, -0.07], [-0.42, -0.30, -0.23], [0.57, -0.24, 0.57], [1.23, 1.42, -0.24], [-0.80, 0.12, 0.06], [-0.27, 0.64, 0.12], [1.10, -0.83, -1.42], [0.44, -1.13, 1.36], [-0.69, 0.04, -0.20], [0.55, 0.34, -0.43], [-0.92, -0.06, -0.49], [0.01, -0.24, 0.26], [0.23, 0.05, 0.12], [-0.55, -0.06, -0.11], [0.24, 0.06, 0.07], [-0.45, -0.50, -0.12], [-0.03, 0.12, -0.79], [-0.03, -0.09, 0.11], [-0.67, 0.26, 1.00], [-0.29, -0.06, 0.06], [0.81, -1.50, -0.70], [-0.03, 3.73, 1.40], [0.05, -1.53, -0.11], [0.89, 0.04, -0.04], [-0.84, 0.83, 0.46], [0.25, -1.74, -1.12], [0.10, 0.79, -0.09], [0.05, -0.31, 0.56], [0.05, 0.19, 0.11], [-0.38, -0.17, 0.42], [-0.14, -0.08, 0.13], [-0.41, 0.60, -0.01], [-0.27, 0.25, -0.06], [-0.51, 0.18, -0.68], [-0.40, 0.12, -0.23], [0.02, -0.29, 0.41], [0.54, -0.24, -0.26], [0.51, -0.50, -0.38], [-0.89, -0.79, -1.25], [0.42, 0.86, -0.16], [-0.48, 0.35, 0.43], [-0.35, 0.46, -0.53], [-0.09, -0.20, -0.07], [-0.79, 1.01, 1.65], [0.68, -0.17, -0.16], [-0.45, -0.02, -0.88], [0.26, -1.20, -0.10], [0.27, 0.25, 0.70], [0.35, -0.32, 0.03], [0.40, 0.26, 0.50], [0.14, -0.04, 0.06], [0.55, -0.10, -0.45], [0.03, -0.28, 0.01], [-0.14, -0.10, 0.33], [0.21, -0.22, -0.16], [0.29, 0.21, -0.09], [-0.18, -0.57, -0.18], [0.40, -0.17, -0.77], [-1.44, -1.35, 0.33], [0.75, 0.35, 1.01], [-0.02, 0.97, -1.34], [0.67, 1.66, 0.47], [0.24, -0.30, 0.25], [-0.52, -0.08, -0.32], [0.26, -0.30, -0.33], [-0.71, 0.22, 0.08], [0.32, -0.08, -0.02], [0.29, 0.87, 0.13], [-0.40, 0.14, 0.75], [0.34, -0.10, -0.30], [-0.29, 0.41, -0.40], [-0.48, -0.82, 0.21], [0.42, 0.21, 0.14], [0.60, -0.97, 0.26], [-0.15, -0.30, 0.70], [0.43, 1.03, -1.51], [0.40, 0.14, 0.27], [-0.51, -0.56, 0.87], [0.31, 2.16, -2.14], [-1.29, -1.19, -0.83], [-0.01, 0.41, -0.55], [0.97, -0.14, 0.38], [0.50, -0.17, 0.58], [-0.34, 0.47, -0.09], [0.27, -0.46, -0.02], [0.28, -0.02, 0.29], [0.27, 0.02, 0.76], [0.08, 0.07, -0.16], [0.03, 0.04, -0.21], [-0.26, -1.01, 1.09], [-0.34, 0.28, 0.29], [-0.17, -0.80, 0.33], [-1.84, 2.41, -0.87], [0.30, -1.41, -0.43], [0.39, -1.35, 1.15], [0.85, -0.23, 0.41], [2.40, -1.16, -1.77], [-1.24, 0.59, 0.23], [-0.80, 0.13, 0.91], [-1.11, 0.52, 0.74]]
}